No. 1
# C4H10NS

The ion C4H10NS with charge +1 in a non-equilibrium geometry (ωB97M-V/def2-TZVPD, the Open Molecules 2025 dataset).

## Properties
SMILES string: C[C@@H]1C[NH2+]CS1
Total charge: +1
Calculated total energy, hartree: -611.04593

Structure (XYZ):
```
16
Properties=species:S:1:pos:R:3:forces:R:3
C 0.91266 -1.72076 0.32359 -1.300 -0.538 -1.265
C -0.08057 -0.88530 -0.55030 1.390 0.648 -0.633
C 0.57433 0.58795 -0.73585 1.472 -1.625 1.422
N 0.05601 1.28562 0.47513 -2.364 0.899 -0.608
C -1.60917 1.16772 0.25348 4.162 -1.912 -2.364
S -1.73397 -0.65856 0.20835 -0.133 0.765 0.432
H 1.71900 -2.05872 -0.36053 0.105 0.703 0.926
H 0.42246 -2.64444 0.58765 -0.320 -0.413 0.177
H 1.13660 -1.27157 1.30016 0.558 0.150 -0.483
H -0.29923 -1.39134 -1.52867 0.706 0.643 0.835
H 1.71942 0.58807 -0.51638 -1.935 -0.288 -1.335
H 0.21976 1.03503 -1.62781 0.213 0.721 -0.839
H 0.29532 0.51971 1.09817 -0.186 0.766 1.545
H 0.41990 2.25635 0.76766 -0.536 -1.958 -0.765
H -2.02065 1.60801 1.07650 -1.561 1.236 1.813
H -1.73187 1.58223 -0.77113 -0.271 0.203 1.141
```
Forces are in eV/Å.

No. 2
# C31H42BrN2O9P2Re

A structure of composition C31H42BrN2O9P2Re in a non-equilibrium geometry (ωB97M-V/def2-TZVPD, the Open Molecules 2025 dataset).

## Properties
Spin multiplicity: 2
Total charge: +1
Calculated total energy, hartree: -5328.14282
⟨S²⟩: 0.994

Structure (XYZ):
```
88
Properties=species:S:1:pos:R:3:forces:R:3
Re 1.70162 -0.19765 -0.79242 -1.850 0.048 1.303
C 2.18564 -0.21074 1.40284 0.196 -0.617 -0.786
C 1.46044 0.91629 1.96480 -0.261 -0.071 0.006
C 0.06952 0.54417 2.03272 0.129 0.251 0.085
C 0.00065 -0.78106 1.63206 0.308 -0.009 -0.278
C 1.28173 -1.30095 1.20171 0.431 0.199 -0.664
C 1.63159 -2.77991 1.28398 -0.058 -0.142 0.030
C 3.05136 -3.06058 0.78197 -0.173 0.160 0.041
C 0.62482 -3.60209 0.46596 0.107 0.159 0.071
C 1.53127 -3.17449 2.76811 0.030 0.033 -0.109
C -1.20047 1.30696 2.41100 -0.130 0.093 0.132
C -1.34654 1.35652 3.94336 0.030 0.027 -0.104
C -1.24600 2.71293 1.79763 0.029 -0.084 0.040
C -2.44277 0.57119 1.87158 0.153 -0.004 0.025
C 2.23306 2.14876 2.38406 0.113 0.247 0.001
C 2.12467 3.21003 1.26865 -0.076 -0.100 0.079
C 3.73378 1.82851 2.53607 -0.130 -0.030 -0.031
C 1.76990 2.72482 3.73040 -0.050 -0.065 -0.085
H 3.23995 -0.36893 1.56668 0.021 0.079 -0.071
H -0.90326 -1.37100 1.62075 -0.072 0.046 -0.070
H 3.17939 -2.71228 -0.24252 0.077 -0.064 -0.033
H 3.23503 -4.13442 0.80349 0.025 -0.002 0.010
H 3.80065 -2.58007 1.41344 0.021 -0.016 -0.011
H 0.67456 -3.31981 -0.58587 -0.044 -0.085 -0.024
H -0.39671 -3.46343 0.82730 -0.021 -0.025 -0.016
H 0.86219 -4.66273 0.54912 -0.030 -0.014 0.000
H 2.20877 -2.57145 3.37616 0.002 -0.025 0.024
H 1.80224 -4.22366 2.88964 -0.012 -0.004 0.035
H 0.51530 -3.03742 3.14380 -0.001 -0.028 0.032
H -0.54583 1.91154 4.42430 -0.078 -0.045 0.022
H -1.34888 0.34346 4.34988 -0.027 0.014 0.028
H -2.29446 1.83065 4.20136 -0.003 -0.004 0.021
H -0.47790 3.37476 2.18424 -0.009 0.017 0.027
H -2.20927 3.17184 2.02126 -0.018 -0.012 -0.006
H -1.14733 2.65563 0.70971 -0.017 0.064 0.051
H -2.60446 -0.38276 2.37507 -0.012 -0.035 -0.038
H -2.37817 0.40666 0.79328 -0.092 -0.007 0.093
H -3.32390 1.18256 2.06168 -0.010 -0.002 -0.018
H 2.64605 2.84930 0.38136 0.020 0.067 0.023
H 2.61129 4.12681 1.60326 0.046 -0.001 -0.008
H 1.09331 3.43640 1.00646 0.124 0.008 -0.034
H 4.18453 1.53342 1.58775 0.031 -0.014 0.024
H 3.90486 1.04617 3.27772 0.024 0.003 -0.008
H 4.24401 2.72767 2.87782 0.019 0.010 -0.015
H 0.77805 3.16101 3.69164 -0.012 0.004 -0.013
H 2.45934 3.51612 4.02364 0.029 -0.006 -0.016
H 1.79034 1.95824 4.50619 -0.023 0.020 0.028
O 2.00197 -1.79882 -4.62238 0.283 -0.017 0.116
P 1.34765 -1.07209 -3.40778 -0.889 -0.511 -1.239
O -0.08672 -0.83564 -3.58158 0.074 0.042 -0.131
O 1.71772 -1.77996 -2.07532 0.296 0.408 0.978
O 2.13131 0.37141 -3.25115 0.072 -0.455 0.770
P 3.68945 0.49602 -2.74377 1.042 0.378 -0.716
O 4.35493 -0.72327 -3.54374 0.204 0.201 0.197
O 4.26839 1.79509 -3.04707 -0.069 -0.026 -0.004
O 3.61760 0.09578 -1.24562 -0.305 0.076 0.303
H 2.97605 -1.83258 -4.59230 -0.188 -0.025 0.009
H 5.27467 -0.50890 -3.77754 -0.228 -0.112 -0.055
C 1.62365 3.28217 -1.93890 0.028 0.222 -0.085
O 0.82174 2.20516 -1.41638 0.058 -0.118 0.173
C -0.49609 2.17079 -1.81954 -0.016 -0.146 0.045
C -1.15510 3.24726 -2.38984 0.059 0.070 0.059
C -2.48762 3.11907 -2.75901 -0.022 -0.013 0.008
Br -3.36896 4.60386 -3.51645 0.030 -0.044 0.019
C -3.16613 1.92956 -2.59072 0.063 0.040 -0.019
C -2.50281 0.84729 -2.02294 0.118 -0.014 0.031
C -1.18508 0.98140 -1.61581 -0.176 0.392 -0.151
O -0.55877 -0.03962 -0.90535 0.794 -0.140 -0.120
C -3.20151 -0.43151 -1.86333 -0.532 -0.166 0.001
N -4.41398 -0.56588 -1.41381 0.175 0.410 0.112
C -4.67670 -1.92067 -1.46294 0.284 -0.441 -0.220
C -5.83717 -2.61627 -1.12639 0.048 0.055 0.011
C -5.84603 -3.98098 -1.32915 -0.056 0.048 0.042
C -4.72810 -4.65274 -1.84424 0.038 -0.031 -0.024
C -3.56416 -3.98407 -2.17086 0.124 -0.063 -0.044
C -3.55714 -2.60996 -1.97176 -0.560 0.039 0.178
N -2.60561 -1.63262 -2.19587 0.597 0.165 0.053
H 1.44867 3.39825 -3.00751 -0.063 -0.071 -0.001
H 2.66665 3.02086 -1.79714 -0.020 -0.044 0.065
H 1.39435 4.20941 -1.41331 -0.023 -0.019 -0.006
H -0.65560 4.19228 -2.53745 0.042 -0.013 -0.019
H -4.19474 1.81385 -2.89921 -0.010 0.002 0.018
H -1.08222 -0.86070 -1.00360 0.021 -0.063 -0.044
H -6.69256 -2.08510 -0.73156 -0.024 -0.033 -0.017
H -6.73560 -4.55039 -1.09528 0.008 0.006 0.016
H -4.78446 -5.72261 -1.99543 0.021 0.008 0.004
H -2.70505 -4.50623 -2.57302 -0.029 -0.009 -0.001
H -1.81084 -1.68585 -2.82802 -0.024 -0.027 -0.108
```
Forces are in eV/Å.

No. 3
# H23O12

A cluster of 12 separate species, H23O12 in total in a non-equilibrium geometry (ωB97M-V/def2-TZVPD, the Open Molecules 2025 dataset).

## Properties
Total charge: -1
Calculated total energy, hartree: -916.73782

Structure (XYZ):
```
35
Properties=species:S:1:pos:R:3:forces:R:3
O -0.28138 -0.22899 0.10470 0.101 0.310 -0.008
H 0.51971 -0.17682 -0.41476 0.815 -0.188 -0.433
O -0.11614 -2.30868 1.70514 0.008 -0.857 0.257
H -0.63842 -2.06513 2.46134 -0.270 0.081 0.524
H -0.32942 -1.63742 1.04116 0.009 0.261 -0.041
O -2.52408 2.03778 -0.20132 -0.014 2.042 -0.228
H -1.55476 2.00791 -0.22732 -0.423 0.328 -0.074
H -2.83488 1.15165 -0.18565 -0.394 -1.433 -0.089
O 2.27313 -2.34835 0.27822 1.238 -0.486 0.412
H 1.57239 -2.42569 0.93758 -0.262 0.114 -0.384
H 1.96177 -2.03639 -0.56822 -0.495 -0.036 0.236
O -0.14495 -2.33124 -1.40091 1.007 -1.404 -0.607
H -0.17659 -1.63601 -0.74075 -0.537 0.241 0.119
H -0.97964 -2.33481 -1.84842 -0.496 0.224 -0.333
O 2.88008 2.49819 0.81292 1.169 1.285 -1.331
H 2.18710 1.88496 0.97314 -0.944 -1.246 0.779
H 2.79653 2.64743 -0.14937 0.037 0.021 0.749
O 0.23115 2.25018 -0.40699 -0.221 -0.664 -0.027
H 0.34718 2.76059 0.40051 -0.058 -0.118 0.140
H -0.04697 1.30728 -0.12797 0.593 1.443 0.164
O -0.74970 0.20785 -2.75428 0.916 -0.431 0.436
H -0.44975 0.34223 -1.82799 -0.356 -0.079 -0.977
H -1.57986 0.65331 -2.78990 -0.910 0.711 0.010
O 1.45589 0.28236 2.03056 -0.407 -0.126 0.860
H 0.96868 0.01779 1.21064 0.162 -0.028 1.389
H 0.88639 0.01671 2.80138 0.733 0.486 -1.475
O -1.50192 0.91707 2.27855 0.319 -0.269 0.750
H -2.45185 0.97796 2.17817 -0.127 0.023 -0.304
H -1.17743 0.31439 1.59132 -0.119 0.423 0.093
O 2.01501 -0.17225 -1.55377 0.192 -0.661 -1.315
H 2.81849 0.28605 -1.82541 -0.078 0.145 0.369
H 1.87230 -0.80938 -2.29078 -0.276 0.573 0.662
O -2.72174 -0.60366 -0.24261 0.128 -0.368 0.173
H -2.80553 -0.99958 -1.11280 -0.075 -0.015 -0.046
H -1.72078 -0.44727 -0.13610 -0.965 -0.301 -0.450
```
Forces are in eV/Å.

No. 4
# C24H29MnN4O2

A structure of composition C24H29MnN4O2 in a non-equilibrium geometry (ωB97M-V/def2-TZVPD, the Open Molecules 2025 dataset).

## Properties
Spin multiplicity: 6
Total charge: -1
Calculated total energy, hartree: -2452.40330
⟨S²⟩: 8.824

Structure (XYZ):
```
60
Properties=species:S:1:pos:R:3:forces:R:3
Mn 0.14253 -0.29282 0.88171 1.085 0.693 0.096
C -2.24346 2.16069 -0.99412 0.006 -0.017 0.009
C -1.88759 3.08106 0.17334 -0.034 0.012 -0.001
C -0.86955 2.50225 1.18387 -0.030 0.045 0.061
N 0.12969 1.64579 0.60821 0.142 -0.472 -0.087
C 1.14355 2.18467 -0.14299 -0.029 -0.088 0.082
C 1.29757 3.52791 -0.34578 0.028 0.075 -0.139
C 2.23077 4.23890 -1.18457 -0.042 0.009 0.047
C 3.05049 3.74184 -2.16921 -0.008 -0.033 -0.010
C 3.29532 2.40426 -2.48514 -0.026 -0.038 0.065
C 2.90739 1.25879 -1.73326 0.094 0.076 -0.040
C 2.08918 1.13307 -0.63923 -0.156 -0.086 0.145
N 1.97272 -0.01597 0.10502 -0.601 -0.062 -0.065
C 3.04202 -0.97052 0.19360 0.045 -0.090 0.027
C 2.62616 -2.40822 -0.10998 0.011 -0.024 -0.087
C 1.51040 -2.91238 0.80252 -0.252 -0.055 0.095
N 0.22879 -2.26055 0.57289 0.373 0.470 -0.398
C -0.56082 -2.62691 -0.41889 -0.243 -0.361 -0.070
C -0.26360 -3.69244 -1.30247 0.059 0.243 0.288
C -1.00262 -4.29002 -2.30859 0.025 -0.228 -0.173
C -2.30990 -4.10801 -2.71339 0.087 0.171 0.204
C -3.18697 -3.18804 -2.13855 -0.186 -0.133 -0.194
C -2.98740 -2.22162 -1.18813 0.375 0.210 0.315
C -1.80315 -1.79992 -0.49142 -0.459 -0.367 -0.298
N -1.75522 -0.71479 0.22847 0.140 0.179 0.084
C -2.93153 0.11556 0.45106 0.158 -0.146 0.040
C -3.27177 1.07452 -0.68618 -0.078 0.006 -0.016
H -1.32683 1.71259 -1.38358 0.013 -0.008 0.023
H -2.65366 2.77204 -1.80306 0.013 -0.003 -0.019
H -2.79806 3.35831 0.71974 0.007 0.003 -0.001
H -1.48620 4.00547 -0.24542 -0.004 -0.008 -0.008
H -1.38254 1.93049 1.95764 0.004 -0.016 -0.015
H -0.39900 3.34065 1.71804 0.005 -0.001 0.002
H 0.59569 4.17100 0.17009 0.018 0.007 -0.006
H 2.19870 5.31945 -1.08578 -0.009 -0.005 0.005
H 3.56911 4.47957 -2.77699 0.003 -0.003 0.001
H 3.93490 2.21073 -3.33907 0.013 0.002 0.008
H 3.36791 0.33070 -2.06009 0.007 0.024 -0.034
H 3.45606 -0.95656 1.21628 -0.045 -0.003 0.012
H 3.86648 -0.70779 -0.47271 0.023 0.039 0.039
H 3.49566 -3.05885 0.03705 0.011 0.004 -0.038
H 2.32292 -2.48957 -1.15878 -0.020 0.005 0.017
H 1.78410 -2.69553 1.83773 0.006 -0.023 0.015
H 1.38838 -3.99729 0.71689 0.068 -0.014 0.013
H 0.73043 -4.09517 -1.17086 -0.005 -0.036 -0.097
H -0.45975 -5.05999 -2.85156 0.011 0.007 0.021
H -2.68502 -4.73434 -3.51140 -0.016 -0.004 -0.011
H -4.20258 -3.22372 -2.52565 0.004 0.018 0.013
H -3.85598 -1.62163 -0.96028 -0.056 -0.027 -0.046
H -2.74886 0.66543 1.37238 -0.030 0.020 -0.010
H -3.79127 -0.53013 0.65776 -0.043 0.020 -0.002
H -4.22318 1.55295 -0.42326 0.001 0.005 0.003
H -3.45489 0.49414 -1.59531 -0.009 0.018 -0.011
C 0.83039 -0.06271 5.35923 0.017 -0.023 0.070
O 1.39082 -0.32896 4.07577 0.042 0.009 -0.225
C 0.51412 -0.28952 3.01551 -0.343 -0.124 0.133
O -0.67090 -0.06971 3.27749 -0.164 0.116 0.202
H 1.67262 -0.02201 6.04798 -0.014 -0.004 0.014
H 0.13861 -0.85046 5.66405 -0.005 0.000 -0.021
H 0.28879 0.88330 5.37138 0.013 0.013 -0.024
```
Forces are in eV/Å.

> What is the total charge in the third record?

-1